Record 1
7
Properties=species:S:1:pos:R:3 method="wB97M-V/def2-TZVPD" charge=0 e_above_lowest_kj_mol=185.3 gap_ev="8.68 / 8.22" homo_ev="-9.640 / -9.161" mol_weight_g_mol=192.4 e_lumo_ev="-1.0 / -0.9"
C 0.704 -0.552 0.340
N -1.149 0.737 -0.243
O -2.147 0.108 -0.258
O -0.666 1.737 -0.652
F 0.658 -0.943 1.614
Cl 0.706 -1.929 -0.699
Br 1.894 0.843 -0.101

---

Record 2
7
Properties=species:S:1:pos:R:3 method="wB97M-V/def2-TZVPD" charge=-1 e_above_lowest_kj_mol=226.0 gap_ev="5.68 / 5.80" homo_ev="-4.398 / -4.658" mol_weight_g_mol=210.4 e_lumo_ev="1.3 / 1.1"
C 0.288 -0.190 -0.577
O -1.834 1.129 -0.036
O -1.083 -0.713 1.532
F 0.447 0.010 -1.834
S -1.309 -0.228 0.197
Cl 2.493 1.888 0.794
Br 0.998 -1.896 -0.076

---

Record 3
7
Properties=species:S:1:pos:R:3 method="wB97M-V/def2-TZVPD" charge=-1 e_above_lowest_kj_mol=167.3 gap_ev=8.12 homo_ev=-4.885 mol_weight_g_mol=194.0 e_lumo_ev=3.2
C -0.222 0.498 0.310
O 1.264 -0.172 -1.320
O 0.075 -2.193 -0.420
F 0.606 1.444 0.665
F -1.347 0.420 2.080
S 0.942 -1.056 -0.204
Br -1.319 1.058 -1.111

---

Record 4
7
Properties=species:S:1:pos:R:3 method="wB97M-V/def2-TZVPD" charge=0 e_above_lowest_kj_mol=132.6 gap_ev=8.64 homo_ev=-9.045 mol_weight_g_mol=274.8 e_lumo_ev=-0.4
C -0.203 0.043 -2.508
N 1.613 -0.936 1.239
N 0.590 0.302 -1.724
N 0.694 -0.500 1.698
N -0.349 0.069 1.813
Br -1.405 -0.106 -3.860
I -0.939 1.128 3.341

---

Record 5
6
Properties=species:S:1:pos:R:3 method="wB97M-V/def2-TZVPD" charge=0 e_above_lowest_kj_mol=5.8 gap_ev=10.50 homo_ev=-10.419 smiles=N#[N+][S-].N#CBr mol_weight_g_mol=166.0 e_lumo_ev=0.1
N -0.008 2.588 0.447
N -0.253 2.206 -0.589
S -0.534 1.671 -1.981
N 0.023 -3.337 1.334
C 0.226 -2.349 0.794
Br 0.547 -0.780 -0.004

---

Record 6
6
Properties=species:S:1:pos:R:3 method="wB97M-V/def2-TZVPD" charge=0 e_above_lowest_kj_mol=217.4 gap_ev=9.92 homo_ev=-10.757 smiles="O=C(Br)[N+](=O)[O-]" mol_weight_g_mol=153.9 e_lumo_ev=-0.8
O -0.753 0.679 -1.523
C 0.171 0.183 -1.054
Br 1.652 -0.722 -1.756
N 0.161 -0.168 0.716
O -0.791 0.419 1.150
O 0.914 -0.947 1.298

---

Record 7
7
Properties=species:S:1:pos:R:3 method="wB97M-V/def2-TZVPD" charge=0 e_above_lowest_kj_mol=31.2 gap_ev="8.34 / 8.30" homo_ev="-10.762 / -10.730" smiles="O=NOBr.O=C=O" mol_weight_g_mol=169.9 e_lumo_ev="-2.4 / -2.4"
O 1.675 -0.310 -1.065
N 1.379 0.364 -0.108
O 0.976 0.179 1.016
Br 0.269 -1.687 1.973
O -1.792 0.698 0.458
C -1.429 0.488 -0.609
O -1.078 0.269 -1.664

---

Record 8
5
Properties=species:S:1:pos:R:3 method="wB97M-V/def2-TZVPD" charge=0 e_above_lowest_kj_mol=545.4 gap_ev="7.96 / 8.24" homo_ev="-9.171 / -9.565" mol_weight_g_mol=115.9 e_lumo_ev="-1.2 / -1.3"
C 0.912 0.506 0.126
N -1.591 0.453 -0.031
F -1.501 -0.933 -0.183
Cl 1.509 -1.052 0.187
Cl 1.929 1.743 -0.518